87
Properties=species:S:1:pos:R:3:forces:R:3 method="wB97M-V/def2-TZVPD" orbital_gap_ev="5.45 / 7.40" total_charge=-1 relative_energy_kcal_mol=0.00 spin_multiplicity=4 e_tot_ha=-5525.58928 max_force_ev_per_a=1.86
Ti -0.4927 3.2448 20.7142 -0.01 0.19 -0.17
C 1.4446 7.2653 21.0539 0.40 -0.69 0.90
C 0.3369 6.3069 21.5368 -0.02 0.17 -1.47
C -0.9722 6.7727 20.8432 0.14 0.54 0.16
C 0.2641 6.4020 23.0396 -0.93 -0.26 0.07
O 0.6419 4.9595 21.1189 0.07 0.05 -0.01
Ge 2.4792 4.2328 21.2063 -0.13 0.34 0.13
O 1.5719 2.7787 20.2736 -0.20 -0.19 0.12
C 2.2230 1.5880 19.8002 0.22 0.35 -0.80
C 1.7346 1.2980 18.3455 0.62 0.14 0.40
C 3.7556 1.8355 19.8452 -0.54 -0.10 0.60
C 1.8736 0.3759 20.6413 -0.66 -0.52 0.43
O 2.1092 3.8042 22.9362 -0.12 -0.17 0.23
C 2.8206 3.3006 24.0497 -0.25 0.43 -0.20
C 2.0659 3.7687 25.2973 -0.53 -0.69 -0.27
C 4.2215 3.8575 24.0946 0.96 -0.15 -0.46
C 2.8417 1.7656 23.9682 -0.41 0.57 0.23
H 1.1887 8.2669 21.3840 0.06 0.25 -0.04
H 2.3837 6.9542 21.5403 -0.12 0.36 -0.07
H 1.6151 7.2478 19.9894 -0.22 -0.05 -0.27
H -1.3902 7.6475 21.3926 -0.02 -0.78 -0.14
H -0.7875 7.1471 19.8411 0.42 0.06 -0.22
H -1.7019 5.9843 20.6590 -0.13 -0.01 0.51
H 0.2568 7.4601 23.2849 -0.29 0.13 0.34
H -0.6378 5.8804 23.4181 0.52 0.41 0.01
H 1.1282 5.9492 23.4880 0.39 -0.27 0.17
H 1.8327 2.1683 17.7009 -0.15 0.32 0.13
H 2.4275 0.5639 17.9219 -0.31 -0.28 0.01
H 0.6939 0.9352 18.3079 0.60 0.09 0.04
H 4.0814 2.6261 19.1576 -0.10 -0.15 0.20
H 4.0108 2.1097 20.8973 0.02 -0.09 -0.75
H 4.2868 0.9091 19.6372 0.07 -0.08 -0.20
H 0.7859 0.3357 20.8141 0.49 -0.08 -0.15
H 2.2021 -0.5650 20.1864 -0.11 0.19 -0.39
H 2.3286 0.3467 21.6220 0.19 0.48 0.32
H 1.9070 4.8374 25.3630 -0.09 0.29 -0.47
H 1.1060 3.2403 25.3269 -0.02 0.28 0.09
H 2.6151 3.5248 26.1844 0.42 -0.45 0.63
H 4.2631 4.9420 24.1042 -0.30 0.26 0.06
H 4.7654 3.5031 24.9698 0.02 -0.11 0.11
H 4.7895 3.5441 23.2067 -0.07 -0.03 0.12
H 1.8715 1.4555 23.5575 0.27 -0.10 0.35
H 3.6268 1.4293 23.3073 0.28 -0.09 -0.37
H 3.0439 1.3458 24.9543 -0.18 -0.19 0.03
N -3.4673 -0.1964 20.8668 0.23 0.14 0.30
C -2.7920 1.0238 20.7743 -0.75 0.28 0.09
S -1.5038 1.1357 19.5626 0.61 -0.20 -0.22
N -3.1153 1.9836 21.5314 -0.59 0.18 0.01
N -2.6574 3.2791 21.2902 0.37 -0.45 0.15
C -2.2175 3.8956 22.3883 0.97 0.10 -0.88
C -1.8031 3.1531 23.5721 0.51 -1.15 -0.17
C -2.3923 3.3189 24.7957 -0.99 0.56 0.53
C -2.2450 2.3988 25.8108 1.00 -0.44 0.41
C -1.3738 1.3283 25.6009 -0.16 0.03 0.63
C -0.7379 1.1202 24.3964 0.13 0.08 0.46
C -0.9030 2.0345 23.3682 -1.51 1.02 -0.37
O -0.3757 1.8841 22.1969 0.65 -0.18 -0.53
H -3.6461 -0.6079 19.9682 0.09 -0.14 -0.29
H -4.3270 -0.0709 21.3792 -0.11 -0.01 0.11
H -2.1278 4.9771 22.3018 -0.26 -0.22 0.21
H -3.0814 4.1464 24.9472 0.03 0.03 -0.10
H -2.7004 2.5219 26.7823 -0.14 0.13 0.00
H -1.1368 0.6647 26.4289 -0.25 -0.10 -0.08
H -0.0981 0.2648 24.2709 0.20 -0.15 -0.18
S -2.6543 5.4208 17.2336 -0.53 -0.16 -0.58
C -1.0083 5.9804 17.2720 0.28 0.18 -0.03
C -0.4093 7.1154 16.7218 -0.68 -0.42 0.23
C 0.9327 7.3547 16.8985 0.30 -0.24 0.37
C 1.6597 6.4364 17.6457 1.24 0.25 0.20
C 1.0864 5.3119 18.1885 0.02 0.09 0.11
C -0.2647 5.0625 18.0220 -0.25 -0.09 -0.09
N -0.9371 3.9566 18.4981 0.37 -0.33 0.26
C -2.1410 3.8448 17.8900 -0.32 -0.23 -0.20
C -2.8244 2.6289 17.5736 -0.75 0.49 0.07
C -3.9693 2.5973 16.6864 0.14 -0.08 -0.26
C -4.5179 1.4062 16.2082 0.42 1.47 0.38
C -4.0144 0.1760 16.5915 0.38 -0.47 0.63
C -2.9773 0.1677 17.5287 -0.23 -0.04 -0.15
C -2.4480 1.3434 18.0861 -0.28 -0.49 -0.42
H -0.9895 7.8187 16.1780 -0.57 0.46 -0.46
H 1.4100 8.2457 16.5156 -0.07 0.02 -0.11
H 2.7229 6.6319 17.8673 -0.54 -0.15 -0.25
H 1.6322 4.6439 18.8134 0.46 -0.33 0.00
H -4.4047 3.5439 16.3275 0.37 -0.51 0.24
H -5.3261 1.4758 15.5074 -0.40 -0.01 -0.19
H -4.4903 -0.7602 16.2975 0.31 0.26 -0.16
H -2.6039 -0.8185 17.8143 0.08 0.40 0.34

---

90
Properties=species:S:1:pos:R:3:forces:R:3 method="wB97M-V/def2-TZVPD" orbital_gap_ev=3.98 total_charge=-1 relative_energy_kcal_mol=0.00 e_tot_ha=-5207.87693 max_force_ev_per_a=0.90
Rb 0.2547 -0.0951 0.0512 -0.82 -0.16 0.32
C 1.6101 -3.7250 -1.5571 0.08 -0.05 -0.02
N 0.2914 -3.1396 -1.5928 -0.03 -0.05 -0.04
C -0.2438 -3.1074 -2.9365 0.02 0.00 0.01
C -1.4771 -2.2687 -3.0172 0.04 -0.08 0.08
N -1.7480 -1.2620 -2.2472 0.18 0.03 -0.18
C -2.9208 -0.7158 -2.7662 -0.02 0.10 0.13
C -3.6160 0.4251 -2.3687 0.08 -0.02 -0.05
C -4.7600 0.7444 -3.0752 0.00 -0.02 0.01
C -5.2085 -0.0407 -4.1479 -0.03 0.04 0.02
C -4.5107 -1.1574 -4.5697 0.01 -0.03 0.00
C -3.3553 -1.4674 -3.8613 -0.05 -0.04 -0.05
N -2.4061 -2.4659 -4.0070 0.03 0.04 0.06
C 2.2535 -3.4998 -0.2283 -0.09 0.07 -0.08
N 1.9762 -2.5160 0.5720 0.20 -0.22 -0.02
C 2.8563 -2.6655 1.6435 -0.05 0.06 0.04
C 2.9941 -1.8869 2.7912 0.00 -0.06 -0.08
C 3.9651 -2.2624 3.6986 0.02 -0.02 0.02
C 4.7761 -3.3871 3.4844 0.03 0.03 0.08
C 4.6460 -4.1721 2.3544 -0.03 0.01 -0.04
C 3.6727 -3.7832 1.4409 0.04 -0.05 0.04
N 3.2613 -4.3071 0.2275 -0.02 0.03 0.00
H 2.2759 -3.3078 -2.3352 -0.01 -0.01 0.03
H 1.5353 -4.8026 -1.7479 0.01 0.02 0.00
H 0.3318 -2.2051 -1.2040 -0.07 -0.24 -0.22
H -0.4783 -4.1318 -3.2511 0.02 0.02 0.00
H 0.4850 -2.7072 -3.6649 -0.02 -0.01 0.02
H -3.1994 1.0871 -1.6137 -0.04 -0.02 -0.02
H -5.3058 1.6411 -2.8111 -0.01 0.00 -0.01
H -6.1119 0.2478 -4.6714 0.00 -0.01 -0.01
H -4.8437 -1.7499 -5.4125 -0.01 0.00 -0.01
H -2.3868 -3.1972 -4.6939 -0.04 0.03 0.01
H 2.3653 -1.0180 2.9367 -0.01 0.04 0.02
H 4.1077 -1.6704 4.5928 0.00 0.01 0.01
H 5.5248 -3.6455 4.2230 0.00 0.00 0.00
H 5.2758 -5.0379 2.1942 0.00 -0.01 -0.01
H 3.6088 -5.1291 -0.2314 0.01 0.01 0.03
O 3.2548 1.2735 -3.3923 -0.08 -0.07 -0.05
C 2.7500 0.7725 -2.2488 0.15 0.17 0.39
O 1.9615 -0.1407 -2.2308 0.19 0.07 -0.18
C 3.3162 1.4632 -1.0271 0.08 -0.13 -0.44
C 4.4757 2.2215 -1.1107 -0.19 -0.03 0.17
C 4.9411 2.7898 0.0683 0.03 0.00 -0.02
C 4.2397 2.5838 1.2398 -0.11 0.07 0.15
C 3.0747 1.8141 1.2235 0.21 -0.06 -0.04
N 2.6421 1.2570 0.0978 0.26 0.10 0.02
C 2.3125 1.5135 2.5415 0.23 0.09 -0.15
O 2.8247 1.9701 3.5702 0.04 0.03 0.01
O 1.2931 0.7967 2.4126 -0.08 0.02 0.15
H 2.7937 0.8284 -4.1187 -0.01 0.00 0.06
H 4.9777 2.3694 -2.0542 -0.01 -0.01 -0.03
H 5.8428 3.3901 0.0639 -0.01 0.00 0.01
H 4.5468 2.9942 2.1917 0.03 0.01 -0.02
C -0.7874 -0.6978 4.1397 0.01 0.09 0.13
C -1.7861 0.4443 3.9613 -0.09 -0.09 0.12
S -1.8009 1.2181 2.3262 0.05 0.11 -0.02
C -3.5531 1.2072 1.9063 -0.16 0.00 -0.05
C -4.2702 -0.1434 1.8548 -0.09 0.13 0.14
S -3.4731 -1.3620 0.7825 0.03 0.02 -0.14
C -3.3417 -2.7997 1.8623 0.06 -0.17 0.14
C -2.5810 -2.6224 3.1754 -0.17 -0.05 0.02
S -0.8699 -2.0738 2.9714 0.02 0.05 -0.03
H -0.8861 -1.0756 5.1619 0.02 -0.05 -0.04
H 0.2227 -0.3041 4.0169 -0.01 -0.01 -0.07
H -1.5386 1.2019 4.7084 0.01 0.02 -0.05
H -2.7988 0.1067 4.1906 -0.01 0.03 -0.03
H -3.5775 1.6800 0.9205 0.07 -0.01 -0.01
H -4.1184 1.8647 2.5742 0.06 0.00 0.03
H -5.2909 0.0364 1.5073 0.03 -0.06 -0.05
H -4.3635 -0.5576 2.8594 0.05 -0.06 -0.02
H -2.8378 -3.5465 1.2436 0.03 0.05 -0.03
H -4.3305 -3.2096 2.0907 -0.03 0.09 -0.04
H -2.6093 -3.5765 3.7097 0.08 0.01 -0.03
H -3.1040 -1.9094 3.8127 0.06 0.02 0.00
C -1.1851 5.6702 -2.1738 -0.01 -0.06 0.02
Ge -0.3177 4.1286 -1.2742 0.10 0.10 0.16
C 1.6327 4.5287 -1.5778 0.00 -0.04 -0.06
C -0.4729 4.4618 0.6710 -0.04 0.01 -0.06
C -1.1366 2.5326 -1.8197 -0.08 -0.08 -0.05
H -0.7292 6.6122 -1.8626 0.00 0.05 0.01
H -2.2480 5.6872 -1.9297 -0.02 0.02 0.01
H -1.0921 5.5850 -3.2585 0.02 -0.01 -0.03
H 1.8299 5.6020 -1.5069 -0.02 0.05 0.00
H 1.9525 4.1849 -2.5653 0.01 0.00 -0.01
H 2.2554 4.0330 -0.8295 -0.03 -0.04 0.03
H -0.0393 5.4359 0.9092 0.01 0.03 0.05
H 0.0499 3.7048 1.2590 0.04 -0.04 -0.02
H -1.5169 4.4540 0.9887 -0.02 0.02 -0.02
H -1.1678 2.3788 -2.9021 -0.06 0.01 -0.03
H -0.8616 1.6043 -1.3283 0.00 0.15 -0.06

---

89
Properties=species:S:1:pos:R:3:forces:R:3 method="wB97M-V/def2-TZVPD" orbital_gap_ev=8.63 relative_energy_kcal_mol=0.00 e_tot_ha=-3192.40467 max_force_ev_per_a=0.62
Rb 1.6357 1.1315 -0.0716 0.21 0.02 0.13
O 1.4414 0.8451 2.6634 -0.08 -0.09 0.15
S 0.7707 0.2568 3.8630 -0.09 0.09 -0.16
C -0.5614 -0.8164 3.2412 0.05 0.08 -0.01
C -0.0947 -2.0037 2.4144 -0.02 -0.03 -0.02
C -1.2649 -2.7246 1.7298 0.02 0.06 0.02
C -1.7912 -2.0346 0.4794 -0.05 0.03 0.03
S -0.7552 -2.0897 -0.9957 0.12 0.07 -0.09
O 0.6082 -1.5602 -0.6656 -0.07 0.00 -0.01
C -0.5736 -3.8696 -1.0932 0.07 0.05 0.03
C -1.6410 -4.6522 -1.5097 0.01 -0.04 0.00
C -1.4887 -6.0288 -1.5636 0.00 -0.01 0.00
C -0.2741 -6.6083 -1.2157 0.00 0.00 0.00
C 0.7906 -5.8124 -0.8185 0.00 0.03 -0.01
C 0.6462 -4.4314 -0.7579 -0.03 -0.08 -0.01
C 1.8547 -1.0353 4.4559 0.03 0.04 -0.04
C 2.9865 -1.3380 3.7184 0.03 -0.07 0.05
C 3.8143 -2.3618 4.1635 -0.01 0.03 -0.02
C 3.5072 -3.0588 5.3229 -0.01 -0.01 0.02
C 2.3743 -2.7301 6.0590 0.01 0.00 0.00
C 1.5446 -1.7064 5.6299 0.03 -0.03 0.01
H -1.1829 -0.1280 2.6576 -0.01 0.00 0.02
H -1.1250 -1.1221 4.1272 -0.03 -0.02 -0.02
H 0.4202 -2.7153 3.0620 0.00 0.01 0.02
H 0.6257 -1.6713 1.6658 -0.01 -0.02 0.01
H -2.1033 -2.7952 2.4311 0.02 -0.03 0.01
H -0.9749 -3.7535 1.5053 0.01 0.01 -0.05
H -1.9804 -0.9659 0.6220 0.01 0.02 0.00
H -2.7273 -2.4806 0.1299 -0.03 -0.01 0.07
H -2.5824 -4.1942 -1.7906 0.00 0.01 0.00
H -2.3152 -6.6502 -1.8826 0.00 0.00 0.00
H -0.1582 -7.6833 -1.2615 0.00 0.00 0.00
H 1.7364 -6.2671 -0.5538 0.00 0.00 0.00
H 1.4565 -3.7809 -0.4536 0.01 0.01 0.00
H 3.2087 -0.7822 2.8151 -0.01 0.01 -0.01
H 4.7027 -2.6129 3.5984 0.00 0.00 0.00
H 4.1556 -3.8556 5.6634 0.00 0.00 0.00
H 2.1425 -3.2661 6.9701 0.01 0.00 0.00
H 0.6661 -1.4348 6.2043 0.00 0.01 -0.01
C 0.6671 -0.2813 -4.8933 -0.02 -0.03 -0.05
S 0.6913 0.5134 -3.2916 0.53 0.00 0.32
O 2.1580 0.5607 -2.9068 -0.53 -0.02 -0.22
C 0.2450 2.1608 -3.8005 0.03 0.04 0.01
C -1.0903 2.5291 -3.7373 0.00 -0.04 0.00
C -1.4468 3.8234 -4.0819 0.02 0.02 -0.01
C -0.4676 4.7328 -4.4604 -0.02 0.00 0.00
C 0.8677 4.3555 -4.4943 0.02 -0.02 0.01
C 1.2336 3.0611 -4.1588 -0.02 0.00 -0.02
H 1.3916 0.2090 -5.5415 0.00 0.00 0.00
H -0.3393 -0.2117 -5.3039 0.00 -0.01 -0.02
H 0.9349 -1.3228 -4.7214 0.00 -0.01 -0.06
H -1.8359 1.8227 -3.3919 0.00 0.00 0.00
H -2.4837 4.1282 -4.0312 -0.01 0.01 0.00
H -0.7462 5.7482 -4.7113 0.00 0.00 0.00
H 1.6285 5.0760 -4.7637 0.00 0.01 0.00
H 2.2702 2.7508 -4.1357 0.00 0.00 0.00
C 6.1376 -1.6551 -0.1773 0.03 -0.01 0.01
C 4.8692 -0.8992 -0.4946 -0.11 0.11 0.02
N 4.4356 -0.9967 -1.7686 0.01 -0.03 -0.02
O 4.2754 -0.2474 0.3547 -0.06 -0.05 -0.03
H 5.9649 -2.7278 -0.2746 0.02 -0.01 0.00
H 6.4396 -1.4280 0.8405 -0.01 0.00 0.00
H 6.9380 -1.3756 -0.8633 0.00 -0.02 0.00
H 4.9651 -1.5121 -2.4470 0.00 -0.01 -0.01
H 3.5912 -0.5240 -2.0744 -0.03 0.02 -0.02
C -4.4469 2.6124 -1.6496 0.03 0.01 0.01
C -4.5388 2.8636 -0.1499 -0.02 -0.01 0.01
C -3.1941 3.2446 0.4864 0.00 -0.02 -0.14
C -3.3815 3.4180 2.0069 -0.01 0.01 0.04
C -2.0977 3.7481 2.7589 0.02 0.01 -0.01
C -2.7557 4.5824 -0.0754 0.05 0.03 0.20
O -3.4751 5.5626 -0.0700 -0.02 0.01 -0.09
N -1.4724 4.6371 -0.5278 -0.03 -0.02 -0.05
C -0.5630 3.5652 -0.5851 -0.08 -0.01 -0.03
O 0.5784 3.8460 -0.9434 0.07 -0.24 -0.02
N -0.9667 2.3126 -0.2689 -0.08 0.22 -0.01
C -2.1839 2.1087 0.2614 0.01 0.00 0.12
O -2.5463 0.9897 0.6446 0.03 -0.08 -0.03
H -5.4266 2.3819 -2.0692 0.00 -0.01 0.00
H -3.7841 1.7695 -1.8592 0.00 0.00 -0.01
H -4.0630 3.4923 -2.1718 0.00 0.01 -0.01
H -4.8928 1.9648 0.3556 -0.01 0.00 0.00
H -5.2409 3.6738 0.0528 0.00 0.00 0.01
H -3.8041 2.4832 2.3795 0.01 0.00 -0.01
H -4.1205 4.2079 2.1578 0.00 -0.01 0.00
H -1.3422 2.9703 2.6214 -0.01 0.00 0.00
H -2.2928 3.8407 3.8278 0.00 0.00 0.00
H -1.6671 4.6932 2.4209 0.00 0.00 0.01
H -1.1108 5.5291 -0.8329 -0.02 0.01 0.01